(1)
{"formula": "C36H66NO47S11", "method": "the ωB97M-V functional and the def2-TZVPD basis", "largest_force_ev_per_a": 1.46, "homo_ev": -12.051, "total_charge": 1, "symbols": ["C", "C", "C", "C", "O", "C", "C", "C", "C", "C", "C", "C", "C", "O", "C", "C", "O", "N", "H", "H", "H", "H", "H", "H", "H", "H", "H", "H", "H", "H", "H", "H", "H", "H", "H", "H", "H", "H", "H", "H", "C", "C", "O", "S", "O", "O", "O", "H", "H", "H", "H", "C", "C", "O", "S", "O", "O", "O", "H", "H", "H", "H", "C", "C", "O", "S", "O", "O", "O", "H", "H", "H", "H", "C", "C", "O", "S", "O", "O", "O", "H", "H", "H", "H", "C", "C", "O", "S", "O", "O", "O", "H", "H", "H", "H", "C", "C", "O", "S", "O", "O", "O", "H", "H", "H", "H", "C", "C", "O", "S", "O", "O", "O", "H", "H", "H", "H", "C", "C", "O", "S", "O", "O", "O", "H", "H", "H", "H", "C", "C", "O", "S", "O", "O", "O", "H", "H", "H", "H", "C", "C", "O", "S", "O", "O", "O", "H", "H", "H", "H", "C", "C", "O", "S", "O", "O", "O", "H", "H", "H", "H"], "positions_angstrom": [[6.26, 2.22, 0.64], [5.27, 1.07, 0.43], [4.38, 0.76, 1.64], [3.18, 1.68, 1.86], [3.44, 3.08, 1.48], [2.72, 3.48, 0.44], [3.24, 3.63, -0.83], [2.39, 4.05, -1.84], [1.04, 4.27, -1.57], [0.54, 4.10, -0.30], [-0.91, 4.35, -0.03], [-1.70, 3.14, 0.51], [-1.19, 2.50, 1.79], [-2.01, 1.32, 2.06], [-1.26, 0.20, 1.75], [-1.09, -0.18, 0.30], [-0.73, -0.42, 2.64], [1.41, 3.74, 0.66], [5.78, 3.19, 0.79], [6.87, 2.31, -0.26], [6.89, 1.94, 1.48], [5.89, 0.18, 0.28], [4.70, 1.17, -0.50], [5.01, 0.74, 2.53], [3.96, -0.24, 1.50], [2.29, 1.31, 1.35], [2.95, 1.71, 2.92], [4.29, 3.43, -0.98], [2.81, 4.19, -2.83], [0.40, 4.58, -2.37], [-1.36, 4.61, -0.99], [-1.08, 5.23, 0.60], [-1.84, 2.40, -0.28], [-2.70, 3.51, 0.76], [-0.16, 2.12, 1.73], [-1.34, 3.17, 2.63], [-0.23, 0.40, -0.07], [-1.95, 0.18, -0.26], [-0.92, -1.24, 0.15], [1.11, 3.63, 1.63], [-1.50, 2.42, 6.84], [-2.04, 2.55, 5.44], [-1.26, 3.62, 4.86], [0.22, 3.59, 5.48], [1.07, 2.90, 4.57], [0.53, 4.89, 5.95], [-0.08, 2.63, 6.70], [-1.90, 3.19, 7.51], [-1.69, 1.44, 7.27], [-3.10, 2.79, 5.41], [-1.86, 1.64, 4.85], [-0.49, -3.92, 2.19], [0.14, -3.85, 3.55], [0.54, -5.21, 3.82], [0.95, -5.94, 2.46], [2.36, -5.89, 2.30], [0.24, -7.15, 2.36], [0.30, -4.87, 1.45], [-1.51, -4.31, 2.25], [-0.50, -2.96, 1.68], [-0.55, -3.49, 4.31], [1.04, -3.23, 3.54], [9.71, 4.88, 1.27], [10.99, 4.67, 2.05], [10.77, 3.45, 2.77], [9.85, 2.48, 1.91], [10.66, 1.54, 1.22], [8.77, 2.06, 2.74], [9.32, 3.56, 0.86], [8.92, 5.29, 1.91], [9.84, 5.52, 0.40], [11.21, 5.48, 2.73], [11.85, 4.53, 1.38], [-0.65, -5.02, -1.95], [-1.89, -4.73, -1.15], [-2.20, -3.35, -1.44], [-1.77, -3.03, -2.95], [-2.89, -3.15, -3.80], [-0.94, -1.87, -2.94], [-0.85, -4.31, -3.18], [0.24, -4.62, -1.46], [-0.51, -6.08, -2.14], [-1.73, -4.86, -0.08], [-2.74, -5.34, -1.47], [-5.43, -2.65, 4.27], [-4.99, -3.35, 3.00], [-3.63, -3.73, 3.27], [-3.46, -4.07, 4.83], [-3.55, -5.48, 5.00], [-2.36, -3.32, 5.33], [-4.82, -3.41, 5.33], [-5.05, -1.63, 4.31], [-6.51, -2.65, 4.39], [-5.04, -2.71, 2.13], [-5.57, -4.26, 2.82], [5.83, -0.29, -4.26], [6.61, 0.64, -5.16], [5.80, 1.83, -5.22], [5.05, 2.03, -3.84], [5.77, 2.96, -3.03], [3.66, 2.22, -4.09], [5.28, 0.58, -3.24], [4.99, -0.77, -4.79], [6.45, -1.06, -3.80], [6.75, 0.23, -6.16], [7.57, 0.90, -4.73], [-3.94, 8.23, 3.15], [-2.75, 7.29, 3.19], [-3.18, 6.15, 2.42], [-4.16, 6.64, 1.24], [-3.39, 6.76, 0.05], [-5.33, 5.85, 1.30], [-4.45, 8.09, 1.81], [-4.72, 7.93, 3.84], [-3.66, 9.26, 3.33], [-2.50, 6.99, 4.20], [-1.88, 7.73, 2.71], [-7.05, -0.09, -1.22], [-6.30, 0.06, 0.08], [-5.75, -1.24, 0.33], [-5.40, -1.95, -1.06], [-4.01, -1.79, -1.31], [-5.99, -3.24, -1.07], [-6.22, -0.97, -2.01], [-8.02, -0.58, -1.08], [-7.20, 0.85, -1.74], [-6.94, 0.35, 0.91], [-5.48, 0.77, -0.02], [-10.79, -1.91, 1.51], [-10.33, -2.76, 2.67], [-9.19, -2.05, 3.19], [-9.40, -0.48, 3.01], [-9.89, 0.08, 4.22], [-8.25, 0.05, 2.37], [-10.60, -0.56, 1.96], [-10.16, -2.07, 0.63], [-11.83, -2.08, 1.25], [-10.04, -3.77, 2.37], [-11.08, -2.82, 3.45], [1.69, -0.83, -5.25], [0.80, -1.88, -5.88], [1.35, -2.06, -7.20], [2.93, -1.86, -7.16], [3.55, -3.13, -7.05], [3.29, -0.93, -8.16], [3.01, -1.16, -5.72], [1.44, 0.17, -5.60], [1.65, -0.86, -4.17], [-0.24, -1.56, -5.95], [0.86, -2.83, -5.35], [2.71, -6.15, -8.28], [3.92, -6.69, -7.55], [3.48, -7.95, -7.02], [2.42, -8.61, -8.03], [3.09, -9.55, -8.86], [1.27, -8.97, -7.29], [2.12, -7.31, -8.90], [1.98, -5.72, -7.59], [2.98, -5.42, -9.04], [4.24, -6.03, -6.74], [4.75, -6.87, -8.23]], "mulliken_charge": [-0.95, -0.10, -1.01, 0.22, -0.50, 0.60, -0.66, -0.74, -0.80, 0.86, -0.82, -0.39, -0.08, -0.34, 0.87, -0.44, -0.55, 0.29, 0.13, 0.39, 0.27, 0.51, -0.15, 0.47, 0.46, -0.19, 0.32, 0.68, 0.61, 0.47, 0.34, 0.16, 0.34, 0.10, -0.10, 0.33, 0.17, 0.22, -0.11, 0.17, -0.44, -0.10, -0.30, 1.00, -0.41, -0.60, -0.33, 0.31, 0.34, 0.39, 0.07, 0.38, -0.30, -0.37, 1.07, -0.55, -0.56, -0.20, 0.24, -0.32, 0.26, 0.42, -0.30, -0.41, -0.30, 1.13, -0.56, -0.56, -0.23, 0.28, 0.31, 0.30, 0.30, -0.37, -0.23, -0.04, 1.04, -0.63, -0.47, -0.34, 0.24, 0.38, 0.14, 0.28, -0.24, 0.17, -0.19, 1.13, -0.58, -0.60, -0.35, 0.29, 0.21, -0.15, 0.27, 0.23, -0.50, -0.30, 1.20, -0.60, -0.55, -0.23, -0.15, 0.34, 0.36, 0.33, -0.42, -0.33, -0.17, 1.12, -0.55, -0.56, -0.30, 0.32, 0.32, 0.34, 0.27, -0.34, -0.10, -0.18, 1.05, -0.33, -0.65, -0.34, 0.21, 0.35, 0.38, 0.07, -0.28, -0.34, -0.27, 1.01, -0.57, -0.53, -0.30, 0.19, 0.33, 0.36, 0.27, -0.40, -0.24, -0.34, 1.04, -0.49, -0.59, -0.35, 0.29, 0.33, 0.37, 0.23, -0.17, -0.28, -0.33, 1.07, -0.52, -0.53, -0.33, 0.24, 0.29, 0.25, 0.31]}

(2)
{"formula": "C36H67BF3N3O12S", "method": "the ωB97M-V functional and the def2-TZVPD basis", "smiles": "CCCCCCCCCCC[C@](C#N)(B(O)N(C)C)[C@@](C#N)(COC(F)(F)F)S(C)(=O)=O.CCOC(C)=O.CCOC(C)=O.CCOC(C)=O.CCOC(C)=O", "largest_force_ev_per_a": 7.85, "homo_ev": -9.623, "symbols": ["C", "C", "C", "C", "C", "C", "C", "C", "C", "C", "C", "C", "C", "N", "B", "O", "N", "C", "C", "C", "C", "N", "C", "O", "C", "F", "F", "F", "S", "C", "O", "O", "H", "H", "H", "H", "H", "H", "H", "H", "H", "H", "H", "H", "H", "H", "H", "H", "H", "H", "H", "H", "H", "H", "H", "H", "H", "H", "H", "H", "H", "H", "H", "H", "H", "H", "H", "C", "C", "O", "C", "C", "O", "H", "H", "H", "H", "H", "H", "H", "H", "C", "C", "O", "C", "C", "O", "H", "H", "H", "H", "H", "H", "H", "H", "C", "C", "O", "C", "C", "O", "H", "H", "H", "H", "H", "H", "H", "H", "C", "C", "O", "C", "C", "O", "H", "H", "H", "H", "H", "H", "H", "H"], "positions_angstrom": [[1.50, -2.05, 3.91], [1.42, -0.67, 3.34], [2.69, -0.21, 2.66], [3.18, -1.16, 1.57], [3.17, -0.49, 0.21], [3.19, -1.46, -0.94], [2.01, -2.43, -0.93], [0.72, -1.68, -0.72], [-0.53, -2.50, -0.97], [-1.03, -3.18, 0.29], [-2.53, -3.30, 0.45], [-3.23, -2.21, 1.28], [-2.53, -2.10, 2.51], [-1.90, -1.96, 3.52], [-4.70, -2.78, 1.62], [-5.51, -2.99, 0.50], [-5.10, -3.05, 2.96], [-6.49, -2.70, 3.24], [-4.68, -4.38, 3.45], [-3.33, -0.81, 0.61], [-2.07, -0.15, 0.69], [-1.02, 0.44, 0.74], [-3.77, -0.87, -0.85], [-3.23, 0.27, -1.54], [-3.53, 0.33, -2.86], [-3.07, -0.74, -3.56], [-2.99, 1.44, -3.38], [-4.86, 0.33, -3.07], [-4.47, 0.35, 1.49], [-6.12, -0.02, 0.93], [-4.42, 0.13, 2.90], [-4.13, 1.65, 1.00], [2.44, -2.21, 4.41], [1.39, -2.79, 3.14], [0.71, -2.23, 4.61], [0.58, -0.55, 2.69], [1.23, 0.01, 4.16], [3.44, -0.07, 3.41], [2.51, 0.75, 2.22], [2.62, -2.06, 1.57], [4.21, -1.38, 1.79], [2.33, 0.17, 0.16], [4.03, 0.14, 0.15], [3.11, -0.88, -1.84], [4.13, -1.98, -0.94], [2.00, -2.98, -1.85], [2.15, -3.13, -0.12], [0.70, -0.81, -1.35], [0.70, -1.36, 0.30], [-1.26, -1.85, -1.43], [-0.30, -3.25, -1.71], [-0.58, -2.70, 1.14], [-0.64, -4.18, 0.28], [-3.01, -3.45, -0.49], [-2.71, -4.22, 0.99], [-5.63, -3.93, 0.36], [-6.97, -2.28, 2.38], [-6.54, -1.97, 4.02], [-7.07, -3.55, 3.55], [-5.53, -5.01, 3.62], [-4.05, -4.88, 2.73], [-4.13, -4.28, 4.37], [-4.83, -0.82, -0.94], [-3.42, -1.75, -1.35], [-6.20, -0.87, 0.29], [-6.71, -0.12, 1.82], [-6.44, 0.85, 0.40], [0.06, 5.33, -0.70], [1.02, 5.17, -1.86], [2.23, 4.52, -1.47], [2.35, 3.18, -1.41], [1.12, 2.31, -1.52], [3.44, 2.72, -1.20], [-0.27, 4.36, -0.31], [-0.83, 5.88, -1.02], [0.54, 5.87, 0.12], [0.57, 4.66, -2.71], [1.34, 6.15, -2.21], [0.77, 2.06, -0.52], [1.40, 1.39, -2.04], [0.30, 2.77, -2.08], [4.54, 5.21, -3.61], [5.29, 5.66, -4.85], [4.82, 5.00, -6.03], [3.75, 5.43, -6.72], [2.87, 6.51, -6.14], [3.50, 4.91, -7.77], [3.48, 5.46, -3.67], [4.95, 5.68, -2.72], [4.61, 4.13, -3.50], [5.27, 6.74, -4.98], [6.34, 5.38, -4.77], [2.03, 6.03, -5.64], [2.49, 7.12, -6.96], [3.37, 7.17, -5.43], [-0.52, -1.31, -5.45], [0.65, -2.26, -5.41], [0.24, -3.59, -5.06], [-0.22, -4.47, -5.96], [-0.53, -4.01, -7.37], [-0.43, -5.59, -5.61], [-1.24, -1.59, -6.21], [-0.19, -0.29, -5.65], [-1.04, -1.32, -4.49], [1.22, -2.26, -6.34], [1.34, -1.97, -4.62], [-1.59, -3.78, -7.43], [-0.31, -4.82, -8.05], [0.04, -3.14, -7.70], [1.00, 0.49, 8.83], [2.43, 0.06, 9.07], [3.09, -0.32, 7.87], [3.68, 0.57, 7.04], [3.46, 2.05, 7.26], [4.31, 0.15, 6.12], [0.94, 1.37, 8.20], [0.51, 0.71, 9.78], [0.45, -0.31, 8.33], [3.01, 0.82, 9.60], [2.45, -0.84, 9.69], [2.65, 2.38, 6.62], [4.37, 2.57, 6.97], [3.23, 2.32, 8.29]], "mulliken_charge": [-1.44, 0.30, -1.07, -0.49, -0.16, -1.36, -1.11, 1.23, 0.58, -0.80, -1.81, 2.41, -0.85, -0.75, 0.05, -0.74, 0.27, -1.06, -1.12, 2.67, -1.36, -0.48, -2.45, -0.43, 0.80, -0.27, -0.25, -0.29, 1.87, -1.42, -0.67, -0.77, 0.46, 0.27, 0.42, -0.54, 0.58, 0.38, 0.40, 0.16, 0.56, -0.26, 0.73, 0.39, 0.44, 0.51, 0.38, -0.05, -1.17, -1.01, 0.98, -0.02, 0.61, 0.56, 0.42, 0.32, 0.39, 0.30, 0.37, 0.44, 0.37, 0.30, 0.69, 1.11, 0.49, 0.52, 0.43, -1.11, -0.35, -0.36, 0.60, -0.46, -0.56, 0.21, 0.38, 0.33, 0.40, 0.37, 0.05, 0.00, 0.50, -0.46, -0.59, -0.36, 0.74, -0.84, -0.56, -0.09, 0.38, 0.27, 0.39, 0.32, 0.17, 0.32, 0.31, -0.63, -0.35, -0.36, 0.74, -0.95, -0.57, 0.32, 0.42, -0.03, 0.35, 0.21, 0.26, 0.31, 0.32, -0.96, -0.43, -0.38, 0.81, -1.02, -0.55, 0.27, 0.37, 0.29, 0.37, 0.33, 0.25, 0.32, 0.33]}

| no. | frontier orbital gap (eV) | calculated total energy (Eh) |
| --- | --- | --- |
| 1 | 8.709 | -9381.99815 |
| 2 | 9.422 | -3201.69420 |